Computed, not measured: a 6-piece molecular cluster, C46H75BF17O17PS5 overall at a distorted geometry, with ωB97M-V/def2-TZVPD.

Structure (XYZ):
```
162
Properties=species:S:1:pos:R:3:forces:R:3:lowdin_charge:R:1
S 1.11187 -2.03759 -3.98954 0.0 0.0 -0.3 0.660
S -3.84056 4.05507 8.19481 -0.3 -0.1 0.0 0.663
S 3.12947 -6.63705 -1.65166 -0.3 -0.1 -0.1 0.668
S -6.88232 -4.62534 -5.40668 0.0 0.0 0.3 0.661
S 6.22718 2.89360 -2.89230 0.5 0.3 -0.9 0.669
P 3.31683 2.10588 1.02121 1.1 -0.9 1.2 1.062
F -2.14256 1.32677 0.31157 -0.8 0.0 0.0 0.134
F -7.54671 2.07484 2.55457 -0.1 -0.1 -1.0 0.217
F -2.87183 -1.51200 -0.21663 -0.3 0.1 0.9 0.178
F -5.51585 4.23064 1.60380 -0.7 -0.1 -0.2 0.178
F -6.35663 0.28253 0.66628 0.0 0.2 0.2 0.143
F -3.57696 3.38232 1.76764 0.3 -0.6 0.2 0.152
F -7.02603 2.09047 4.60599 0.0 0.3 0.3 0.156
F -3.02737 -0.93330 -2.25761 -0.2 0.2 -0.2 0.129
F -2.27195 1.48825 -1.89643 -0.6 0.3 0.4 0.106
F -5.33782 -1.19668 -0.89538 0.2 -0.2 0.3 0.129
F -4.34254 2.78158 -0.50228 0.8 -0.4 0.1 0.167
F -6.40035 0.44588 3.46519 0.1 -0.6 -0.9 0.196
F -5.07788 0.61160 -1.96111 0.4 0.9 -0.1 0.184
F -4.36744 0.15705 1.46181 0.5 0.5 0.2 0.175
F -6.37929 2.56558 -0.00628 -0.3 -0.2 0.3 0.154
F -5.31453 3.61528 3.94560 -0.2 0.4 -0.5 0.135
F -4.26698 1.79748 3.73014 0.4 -0.6 -0.7 0.170
O 3.14626 -6.36936 -3.06729 0.2 0.2 0.1 -0.324
O 5.62910 1.58498 -2.92152 0.1 0.0 -0.1 -0.309
O -2.47399 3.96712 7.74511 0.0 0.2 0.0 -0.319
O 0.57507 2.17918 0.91234 0.4 0.3 -0.1 -0.152
O 1.53953 -3.92401 2.02069 0.9 0.7 0.2 0.171
O 0.71607 -0.65831 -3.82510 0.2 0.0 0.2 -0.325
O -0.48965 6.87916 1.23386 -0.3 -1.0 0.1 0.078
O 2.20323 -2.61059 -3.24976 0.0 0.2 0.1 -0.303
O 6.33225 3.67721 -1.69393 0.0 0.5 -0.3 -0.341
O 1.84865 -0.45071 1.77877 0.4 -0.8 -0.6 -0.094
O -7.14040 -5.96453 -4.94169 0.1 -0.1 -0.3 -0.326
O -4.46748 5.32031 8.48206 0.3 0.1 -0.1 -0.324
O -6.41524 -4.36105 -6.74427 0.0 -0.2 0.0 -0.321
O 3.97346 -5.91604 -0.72701 0.1 0.1 -0.2 -0.317
O 0.33714 6.03269 -0.64164 1.3 0.4 -1.9 0.185
O 2.22927 -3.15334 -0.12166 0.2 -0.3 0.9 0.111
O -2.72846 6.77671 1.26350 -2.7 0.3 -2.2 0.186
C -5.08187 0.68701 0.46127 -0.7 -0.7 -0.7 -0.316
C 0.01742 -0.46469 0.25116 0.6 -0.6 -0.2 -0.075
C 5.47660 3.90348 -4.17198 -0.1 0.2 -0.4 -0.211
C 3.36538 -8.38887 -1.38637 0.0 -0.4 0.2 -0.231
C -1.69302 6.38391 3.35317 0.6 0.8 -0.5 0.038
C -1.73692 6.69382 1.85242 2.2 -0.6 2.9 -0.526
C 1.51927 -0.08983 0.44090 -1.0 1.9 0.6 -0.289
C 0.23768 3.29672 0.08859 0.0 0.2 0.1 -0.184
C 2.45633 4.36076 2.54613 -0.3 0.0 -0.4 -0.152
C -2.07349 0.63703 -0.84161 2.1 -0.8 -1.2 -0.418
C -0.62626 -3.66568 -5.18883 0.0 0.0 -0.1 -0.211
C 4.51341 1.79862 -0.38935 -0.2 -0.4 0.5 -0.402
C 6.17077 -1.66506 2.92486 0.2 -1.2 -0.1 -0.250
C 1.44026 -6.56998 -1.05189 -0.4 -0.1 0.3 -0.212
C -6.38937 -2.41208 -4.09062 -0.1 0.1 -0.1 -0.219
C 0.69964 -3.71813 -5.95753 0.0 -0.1 0.1 -0.215
C 7.59149 -1.42018 2.34785 -0.2 0.9 0.9 -0.116
C 1.36734 -2.36642 -5.72748 0.0 -0.2 -0.4 -0.227
C -5.02983 1.86244 9.13676 -0.1 0.0 0.0 -0.215
C 1.67712 1.47242 0.33662 0.2 0.3 -1.4 -0.401
C 1.05678 -8.01075 -0.69411 0.0 -0.1 0.0 -0.211
C -5.23400 2.51743 3.15823 -0.5 0.3 1.1 -0.323
C -6.58637 1.74577 3.38138 0.0 0.4 1.9 -0.560
C 2.74001 -1.56443 1.86068 0.9 -0.8 0.9 -0.225
C -0.64344 0.06639 -1.04533 -0.4 -0.4 0.6 -0.041
C -4.87196 1.71536 7.61885 0.1 0.0 0.1 -0.219
C 6.00779 1.70570 0.10709 -1.0 0.2 0.1 -0.157
C 5.18765 -2.33295 1.89661 0.1 0.7 0.6 -0.176
C 7.84256 2.78559 -3.65108 0.3 0.0 -0.3 -0.223
C -0.47773 4.39353 0.90356 -0.5 0.2 -0.5 -0.042
C -4.88499 3.06091 1.74244 0.8 0.4 0.0 -0.331
C -4.64669 -0.02275 -0.87836 -0.4 -1.2 0.6 -0.331
C -0.32758 -3.09407 -3.79810 -0.4 -0.3 -0.1 -0.212
C -0.14422 5.80284 0.39401 -1.1 -0.5 1.7 -0.448
C 4.17256 -1.27587 1.32770 0.2 -0.7 0.6 -0.148
C 3.30544 3.94726 1.30086 -0.4 0.4 -0.3 -0.396
C 7.58143 3.03193 -5.13249 -0.1 0.0 -0.1 -0.220
C -4.87184 3.13463 7.06216 -0.2 -0.3 -0.1 -0.239
C 6.58410 4.19646 -5.19012 0.1 0.0 0.0 -0.213
C -7.90389 -2.61861 -3.97843 0.0 0.0 0.1 -0.212
C -3.15399 -0.46100 -0.98675 0.4 0.6 -0.9 -0.354
C -5.79158 -3.80515 -4.25189 0.2 0.3 0.2 -0.230
C -5.14342 2.24665 0.42776 -0.6 0.7 -0.5 -0.325
C -8.31724 -3.59558 -5.08556 -0.3 0.3 0.2 -0.221
C -4.05508 2.95295 9.59576 -0.1 -0.3 0.3 -0.222
C 2.34574 -8.74690 -0.31012 -0.1 0.1 0.1 -0.221
B 2.14148 -2.93824 1.26330 -0.2 0.0 -1.1 -0.594
H 0.86702 -1.57859 -6.29183 0.0 0.0 0.1 0.107
H 1.11915 3.75439 -0.38840 -0.2 -0.4 0.2 0.112
H 7.09389 5.12526 -4.92302 0.0 0.0 0.0 0.117
H 0.54448 -3.91133 -7.01874 0.0 0.0 0.0 0.116
H -3.92147 1.22522 7.39240 0.0 0.0 0.0 0.123
H 8.50250 3.26145 -5.66780 0.0 0.0 0.0 0.115
H 8.28051 1.81096 -3.44462 -0.1 0.0 0.1 0.110
H 1.42040 -5.91960 -0.17735 0.1 0.1 -0.1 0.095
H 5.73924 -0.76382 3.38771 0.1 -0.2 -0.4 0.103
H 0.32395 -8.03260 0.11230 0.0 0.0 0.0 0.115
H -8.14108 -3.04739 -3.00168 0.0 0.0 0.0 0.118
H 6.01875 1.42520 1.17220 0.2 -0.1 -0.4 0.050
H -0.48516 -0.18474 1.18577 0.1 0.2 -0.4 0.130
H 8.23576 -2.29010 2.53867 -0.2 0.2 -0.5 0.068
H 4.25411 0.83010 -0.85322 -0.2 0.4 0.3 0.066
H -4.84011 0.92270 9.65546 0.0 0.0 0.0 0.114
H -4.77738 -3.79654 -4.64631 -0.1 -0.1 -0.1 0.102
H 0.60427 -8.49840 -1.56139 0.0 0.0 0.0 0.116
H 4.66497 3.33013 -4.61848 0.0 -0.1 0.1 0.107
H 3.14441 -8.89863 -2.32444 0.0 0.1 0.0 0.108
H 2.17329 -0.51609 -0.33469 -0.2 -0.2 0.4 0.149
H 6.29346 -2.38776 3.75491 0.0 0.4 -0.2 0.096
H 2.43267 -2.36806 -5.94837 0.0 0.1 0.2 0.110
H -2.69956 6.14768 3.71204 0.3 -0.2 -0.2 0.090
H 3.01278 4.53773 0.41144 0.1 -0.2 0.3 0.067
H -1.09076 -4.64930 -5.11756 0.0 0.0 0.0 0.114
H -0.94388 5.60805 3.55262 -0.3 0.2 0.1 0.080
H 1.32785 -4.51779 -5.55643 0.0 0.0 0.0 0.120
H 4.68389 -3.14479 2.45343 -0.1 0.2 -0.5 0.103
H 4.34802 4.23912 1.51688 -0.2 -0.4 -0.3 0.075
H -0.07308 -3.87959 -3.08736 0.1 0.1 0.0 0.098
H 3.08893 4.62355 3.40409 -0.2 -0.1 -0.3 0.069
H 1.81724 -3.75057 2.93521 -0.6 -0.2 -0.1 0.106
H 6.17226 4.32600 -6.19080 0.0 0.0 0.0 0.114
H -6.16387 -1.80439 -4.97081 0.0 0.0 0.0 0.124
H 2.89334 -1.74998 2.94903 -0.2 0.4 -0.3 0.149
H 4.48772 -0.31947 1.76981 -0.3 -0.1 -0.7 0.068
H -1.36419 7.30918 3.85644 0.0 -0.4 -0.1 0.098
H 3.09983 -3.56545 -0.27308 -0.4 0.0 -0.5 0.100
H 4.35088 2.54882 -1.16597 0.1 -0.1 0.3 0.040
H -9.14854 -4.22716 -4.77984 0.1 -0.1 -0.1 0.102
H -4.44660 3.51862 10.43849 0.1 0.1 -0.1 0.102
H 5.08487 4.81454 -3.72438 -0.1 -0.1 0.1 0.106
H -0.09444 0.85774 -1.56981 0.0 -0.2 0.4 0.121
H 1.75594 3.56793 2.85446 0.3 0.2 -0.1 0.057
H 5.79200 -2.80250 1.10578 -0.3 0.1 0.2 0.111
H -5.98462 -1.90305 -3.21731 0.0 0.0 0.0 0.092
H 4.22899 -1.27761 0.22959 -0.2 0.3 0.3 0.112
H -5.82495 -4.35906 -3.31315 0.0 -0.1 -0.1 0.109
H -6.05452 2.16321 9.36831 0.0 0.0 0.0 0.117
H -3.07995 2.53874 9.84822 0.0 0.1 -0.1 0.104
H -0.67662 -0.77696 -1.74746 -0.2 0.5 0.0 0.098
H -1.32581 -3.01049 -5.71408 0.0 0.0 0.0 0.117
H 6.59810 1.00828 -0.50890 -0.3 0.1 0.3 0.067
H -0.42430 2.92107 -0.70903 0.2 0.4 0.1 0.117
H -8.44676 -1.67726 -4.06238 0.0 0.0 0.0 0.115
H -4.46571 3.20184 6.05807 0.1 0.2 0.1 0.080
H -8.56781 -3.07360 -6.00799 0.1 -0.1 0.0 0.104
H -0.03648 -1.57009 0.20016 0.1 0.4 0.2 0.119
H 4.39382 -8.58154 -1.08776 0.0 0.1 -0.1 0.108
H 8.46328 3.57505 -3.22608 -0.1 0.0 0.1 0.110
H 7.58919 -1.09998 1.29571 0.0 -0.4 0.3 0.064
H 2.19361 -9.82427 -0.24694 0.0 0.0 0.0 0.115
H 2.69353 -8.39684 0.66504 0.0 0.0 0.0 0.120
H -5.87111 3.57012 7.09379 0.1 0.1 0.0 0.113
H -0.29305 4.34234 1.98126 0.0 -0.3 -0.3 0.106
H 0.80111 -6.16141 -1.83148 0.2 0.1 0.0 0.096
H 7.13904 2.14222 -5.58765 0.0 0.0 0.0 0.120
H -1.55710 4.28090 0.69345 0.3 0.1 0.5 0.122
H -1.15850 -2.50301 -3.41618 0.1 0.1 0.1 0.085
H -5.67231 1.11615 7.18447 0.0 0.0 0.0 0.112
H 1.69084 1.68692 -0.75742 -0.1 -0.2 0.4 0.118
H 1.84654 5.24319 2.28217 0.3 -0.2 0.3 0.057
H 6.45610 2.68411 -0.03451 0.1 -0.3 0.6 0.033
H 8.03927 -0.58345 2.91800 0.0 -0.4 -0.3 0.068
```
Forces are in eV/Å.

Calculated total energy = -7131.695632 Ha
Orbital gap = 7.4 eV
Total charge = 0
Structure (SMILES) = CCCC[C@@H](O[C@@H](CCC(F)(F)C(F)(F)C(F)(F)C(F)(F)C(F)(F)C(F)(F)C(F)(F)C(F)(F)F)[C@@H](OCCC(=O)OC(C)=O)P(CC)CC)B(O)O.O=S1(=O)CCCC1.O=S1(=O)CCCC1.O=S1(=O)CCCC1.O=S1(=O)CCCC1.O=S1(=O)CCCC1